No. 1
Molecular formula: C2H3Cl2FO
Method: DFT, ωB97M-V/def2-TZVPD

Properties
- SMILES: OC(Cl)(Cl)CF
- Orbital gap: 11.7517 eV
- Total energy: -1173.45744 a.u.
- Strongest force on any atom: 5.68 eV/A
- ΔE to the lowest compared entry with this formula, charge and spin: 19.5 kcal/mol
- Spin multiplicity: 1

Positions of all 9 atoms, in Å:
O  0.706  0.525  -1.353
C  0.035  0.465  0.039
Cl  -1.183  1.733  0.032
Cl  1.341  0.862  1.150
C  -0.515  -0.953  0.306
F  -1.730  -1.137  -0.013
H  1.516  1.098  -1.205
H  0.235  -1.507  -0.365
H  -0.405  -1.085  1.408

For reference, the Mulliken charges in units of e are: number 1, O, carries -0.49; number 2, C, carries 0.59; number 3, Cl, carries -0.15; number 4, Cl, carries -0.18; number 5, C, carries -0.37; number 6, F, carries -0.24; number 7, H, carries 0.31; number 8, H, carries 0.24; number 9, H, carries 0.27

=====

No. 2
Molecular formula: C2H3Cl2FS
Method: DFT, ωB97M-V/def2-TZVPD

Properties
- SMILES: FC(Cl)(Cl)CS
- Orbital gap: 10.1063 eV
- Total energy: -1496.41696 a.u.
- Strongest force on any atom: 3.84 eV/A
- ΔE to the lowest compared entry with this formula, charge and spin: 12.7 kcal/mol
- Spin multiplicity: 1

Positions of all 9 atoms, in Å:
F  -0.340  0.055  1.551
C  -0.774  0.368  0.342
Cl  -2.278  -0.620  -0.100
Cl  -1.063  2.022  0.013
C  0.322  -0.167  -0.659
S  1.928  0.185  -0.028
H  0.174  0.138  -1.640
H  0.334  -1.255  -0.488
H  1.696  -0.726  1.009

For reference, the Mulliken charges in units of e are: number 1, F, carries -0.18; number 2, C, carries 0.66; number 3, Cl, carries -0.18; number 4, Cl, carries -0.11; number 5, C, carries -0.95; number 6, S, carries -0.16; number 7, H, carries 0.45; number 8, H, carries 0.32; number 9, H, carries 0.15

=====

No. 3
Molecular formula: C2H3Cl2N
Method: DFT, ωB97M-V/def2-TZVPD

Properties
- Orbital gap: 11.3588 eV
- Total energy: -1053.07534 a.u.
- Strongest force on any atom: 3.77 eV/A
- ΔE to the lowest compared entry with this formula, charge and spin: 29.9 kcal/mol
- Spin multiplicity: 1

Positions of all 8 atoms, in Å:
C  1.775  0.115  0.294
C  -1.265  -0.444  -0.570
N  2.292  0.968  0.865
Cl  -2.389  0.620  0.330
Cl  -2.018  -2.103  -0.584
H  -1.180  -0.267  -1.715
H  -0.268  -0.411  0.057
H  3.053  1.522  1.323

For reference, the Mulliken charges in units of e are: number 1, C, carries -0.15; number 2, C, carries 0.15; number 3, N, carries -0.16; number 4, Cl, carries -0.16; number 5, Cl, carries -0.18; number 6, H, carries 0.28; number 7, H, carries -0.07; number 8, H, carries 0.30

=====

No. 4
Molecular formula: C2H3Cl2NO2
Method: DFT, ωB97M-V/def2-TZVPD

Properties
- Orbital gap (spin up / spin down): 7.4575 / 8.9072 eV
- Total energy: -1203.38681 a.u.
- Strongest force on any atom: 3.24 eV/A
- ΔE to the lowest compared entry with this formula, charge and spin: 166.1 kcal/mol
- Spin multiplicity: 1

Positions of all 10 atoms, in Å:
C  1.606  0.298  0.163
C  -1.032  0.489  -0.190
N  -0.984  -1.001  -0.005
O  -0.785  -1.650  -0.976
O  -1.041  -1.382  1.172
Cl  -1.147  1.481  1.187
Cl  -1.454  1.057  -1.715
H  1.679  -0.696  0.615
H  1.701  0.160  -0.899
H  1.457  1.244  0.649

For reference, the Mulliken charges in units of e are: number 1, C, carries -0.95; number 2, C, carries 0.22; number 3, N, carries 0.86; number 4, O, carries -0.51; number 5, O, carries -0.53; number 6, Cl, carries -0.06; number 7, Cl, carries -0.09; number 8, H, carries 0.29; number 9, H, carries 0.33; number 10, H, carries 0.44

=====

No. 5
Molecular formula: C2H3Cl2NO5
Method: DFT, ωB97M-V/def2-TZVPD

Properties
- Orbital gap (spin up / spin down): 6.2113 / 6.1610 eV
- Total energy: -1428.86473 a.u.
- Strongest force on any atom: 4.83 eV/A
- ΔE to the lowest compared entry with this formula, charge and spin: 97.2 kcal/mol
- Spin multiplicity: 1

Positions of all 13 atoms, in Å:
N  -0.288  0.273  0.878
O  -1.084  -0.543  0.630
O  0.058  0.368  2.585
O  0.403  1.058  0.279
C  -3.130  4.157  3.684
C  -1.999  3.082  3.697
O  -1.933  2.853  2.331
O  -0.829  1.268  2.559
Cl  -2.396  1.846  4.872
Cl  -2.769  5.441  2.412
H  -4.067  3.703  3.331
H  -3.277  4.703  4.667
H  -1.058  3.568  4.103

For reference, the Mulliken charges in units of e are: number 1, N, carries 1.06; number 2, O, carries -0.37; number 3, O, carries -0.22; number 4, O, carries -0.37; number 5, C, carries -0.59; number 6, C, carries 0.30; number 7, O, carries -0.34; number 8, O, carries -0.02; number 9, Cl, carries -0.19; number 10, Cl, carries -0.19; number 11, H, carries 0.33; number 12, H, carries 0.35; number 13, H, carries 0.25

=====

No. 6
Molecular formula: C2H3Cl2P
Method: DFT, ωB97M-V/def2-TZVPD

Properties
- SMILES: C=CP(Cl)Cl
- Orbital gap: 10.0505 eV
- Total energy: -1339.74533 a.u.
- Strongest force on any atom: 4.78 eV/A
- ΔE to the lowest compared entry with this formula, charge and spin: 5.4 kcal/mol
- Spin multiplicity: 1

Positions of all 8 atoms, in Å:
C  0.088  -0.319  0.414
C  -0.886  0.133  -0.277
P  -2.509  0.087  0.681
Cl  -3.364  -1.579  -0.180
Cl  -3.472  1.617  -0.205
H  1.007  -0.365  -0.072
H  0.019  -0.436  1.412
H  -0.924  0.656  -1.177

For reference, the Mulliken charges in units of e are: number 1, C, carries -0.61; number 2, C, carries -0.23; number 3, P, carries 0.25; number 4, Cl, carries -0.21; number 5, Cl, carries -0.22; number 6, H, carries 0.24; number 7, H, carries 0.34; number 8, H, carries 0.44

=====

No. 7
Molecular formula: C2H3Cl3O
Method: DFT, ωB97M-V/def2-TZVPD

Properties
- Orbital gap: 9.6124 eV
- Total energy: -1533.74490 a.u.
- Strongest force on any atom: 5.96 eV/A
- ΔE to the lowest compared entry with this formula, charge and spin: 49.4 kcal/mol
- Spin multiplicity: 1

Positions of all 9 atoms, in Å:
C  0.291  0.107  0.362
C  -0.708  0.641  -1.411
O  -0.401  -0.880  0.919
Cl  0.615  1.469  1.422
Cl  0.518  0.750  -2.617
Cl  -1.524  2.066  -0.827
H  1.167  -0.227  -0.115
H  -1.241  -0.209  -1.555
H  -0.974  -0.493  1.508

For reference, the Mulliken charges in units of e are: number 1, C, carries -0.21; number 2, C, carries -0.06; number 3, O, carries -0.41; number 4, Cl, carries -0.13; number 5, Cl, carries -0.15; number 6, Cl, carries -0.13; number 7, H, carries 0.42; number 8, H, carries 0.34; number 9, H, carries 0.33

=====

No. 8
Molecular formula: C2H3Cl3O
Method: DFT, ωB97M-V/def2-TZVPD

Properties
- Orbital gap: 11.2958 eV
- Total energy: -1533.77548 a.u.
- Strongest force on any atom: 5.96 eV/A
- ΔE to the lowest compared entry with this formula, charge and spin: 30.2 kcal/mol
- Spin multiplicity: 1

Positions of all 9 atoms, in Å:
C  -0.045  1.562  0.368
C  0.051  0.024  0.194
H  -1.496  1.561  -1.073
H  1.028  1.913  0.388
H  -0.552  1.722  1.274
O  -0.576  2.215  -0.729
Cl  -1.598  -0.715  0.183
Cl  0.889  -0.391  -1.377
Cl  1.037  -0.801  1.305

For reference, the Mulliken charges in units of e are: number 1, C, carries -0.40; number 2, C, carries 0.29; number 3, H, carries 0.37; number 4, H, carries 0.30; number 5, H, carries 0.31; number 6, O, carries -0.48; number 7, Cl, carries -0.15; number 8, Cl, carries -0.13; number 9, Cl, carries -0.12

=====

No. 9
Molecular formula: C2H3Cl3S
Method: DFT, ωB97M-V/def2-TZVPD

Properties
- Orbital gap (spin up / spin down): 8.7055 / 6.5122 eV
- Total energy: -1856.63624 a.u.
- Strongest force on any atom: 3.58 eV/A
- ΔE to the lowest compared entry with this formula, charge and spin: 81.6 kcal/mol
- Spin multiplicity: 1

Positions of all 9 atoms, in Å:
C  -1.700  -1.077  -0.466
C  1.946  1.116  0.527
S  -1.000  -0.149  0.949
Cl  2.331  -0.497  0.532
Cl  2.256  2.133  1.851
Cl  1.891  1.843  -1.027
H  -1.345  -0.413  -1.304
H  -2.881  -0.804  -0.639
H  -1.497  -2.150  -0.424

For reference, the Mulliken charges in units of e are: number 1, C, carries -0.70; number 2, C, carries 0.29; number 3, S, carries -0.07; number 4, Cl, carries -0.07; number 5, Cl, carries -0.11; number 6, Cl, carries -0.12; number 7, H, carries 0.24; number 8, H, carries 0.27; number 9, H, carries 0.27

=====

No. 10
Molecular formula: C2H3ClF2
Method: DFT, ωB97M-V/def2-TZVPD

Properties
- Orbital gap (spin up / spin down): 8.3428 / 9.3429 eV
- Total energy: -737.77968 a.u.
- Strongest force on any atom: 0.97 eV/A
- ΔE to the lowest compared entry with this formula, charge and spin: 101.0 kcal/mol
- Spin multiplicity: 1

Positions of all 8 atoms, in Å:
C  1.159  -0.205  1.388
C  -1.121  0.113  -1.043
F  -2.289  0.504  -0.519
F  -0.615  1.073  -1.822
Cl  2.496  -0.976  0.756
H  1.337  0.751  1.851
H  0.206  -0.395  0.904
H  -1.173  -0.864  -1.515

For reference, the Mulliken charges in units of e are: number 1, C, carries -0.40; number 2, C, carries 0.12; number 3, F, carries -0.19; number 4, F, carries -0.18; number 5, Cl, carries -0.11; number 6, H, carries 0.30; number 7, H, carries 0.22; number 8, H, carries 0.24